17
Properties=species:S:1:pos:R:3:mulliken_charge:R:1 method="wB97M-V/def2-TZVPD" energy_ha=-309.74573 e_homo_ev=-9.16 relative_energy_kcal_mol=60.6 charge=0 orbital_gap_ev=10.3 lumo_ev=1.18
C -1.146 -0.961 1.671 -1.115
C -0.980 -0.827 0.143 -0.400
C -0.705 0.527 -0.523 0.118
O -0.085 1.428 0.408 -0.445
C 1.090 1.469 -0.375 -0.073
C 1.697 0.101 -0.646 -0.532
C 0.604 0.647 -1.513 -0.432
H -2.158 -0.815 2.062 0.337
H -0.470 -0.279 2.194 0.292
H -0.849 -1.987 1.933 0.329
H -1.779 -1.358 -0.390 0.388
H -0.003 -1.341 -0.007 0.022
H -1.545 0.983 -1.053 0.425
H 1.627 2.411 -0.334 0.387
H 2.746 -0.024 -0.898 0.314
H 1.348 -0.782 -0.074 0.045
H 0.607 0.807 -2.599 0.340